Entry from the OMol25 dataset: C6H9N in the gas phase (ωB97M-V with the def2-TZVPD basis set).

- Calculated total energy: -7857.9402 eV
- Energy above the lowest of the compared OMol25 structures with the same formula, charge and spin: 5.1 kcal per mole

ORCA input file:
```
! RIJCOSX wB97M-V def2-TZVPD def2/J DEFGRID3
* xyz 0 1
C -2.518 -0.223 -0.191
C -1.113 0.106 0.206
C -0.561 1.250 0.727
C 0.852 1.083 0.740
C 1.134 -0.145 0.204
C 2.409 -0.603 -0.429
N -0.070 -0.739 -0.091
H -3.042 -0.884 0.510
H -3.093 0.704 -0.271
H -2.534 -0.702 -1.179
H -1.102 2.151 0.987
H 1.594 1.814 1.031
H 2.341 -1.619 -0.823
H 2.611 0.051 -1.284
H 3.275 -0.543 0.234
H -0.180 -1.700 -0.370
*
```



Entry from the OMol25 dataset: C21H26N2O4 in the gas phase (ωB97M-V with the def2-TZVPD basis set).

- Calculated total energy: -33369.2503 eV
- Energy above the lowest of the compared OMol25 structures with the same formula, charge and spin: 59.3 kcal per mole

ORCA input file:
```
! RIJCOSX wB97M-V def2-TZVPD def2/J DEFGRID3
* xyz 0 1
C -3.573 -2.439 -1.503
H -4.194 -3.295 -1.797
O -3.804 -2.079 -0.167
C -5.151 -1.728 0.081
C -5.266 -1.154 1.491
H -6.309 -1.177 1.805
H -4.682 -1.784 2.165
C -4.756 0.289 1.561
N -3.375 0.395 1.156
C -3.025 0.674 -0.117
O -3.790 1.093 -0.961
C -1.540 0.462 -0.352
C -0.652 1.392 0.483
C 0.315 0.745 1.459
O 0.036 -0.072 2.311
N 1.536 1.272 1.231
C 2.719 0.862 1.946
C 3.712 0.148 1.063
C 5.075 0.321 1.254
C 5.988 -0.348 0.457
C 5.561 -1.196 -0.555
C 4.193 -1.361 -0.746
C 3.279 -0.702 0.053
H 2.222 -0.841 -0.114
H 3.841 -2.015 -1.531
C 6.540 -1.932 -1.418
H 6.264 -1.851 -2.467
H 6.548 -2.990 -1.156
H 7.546 -1.540 -1.288
H 7.046 -0.203 0.623
H 5.428 0.981 2.034
H 3.189 1.739 2.408
H 2.375 0.191 2.740
C 1.614 2.201 0.118
C 0.305 1.968 -0.605
C -0.517 2.982 -1.364
C -1.369 2.251 -2.074
H -2.184 2.553 -2.699
C -1.014 0.808 -1.781
H -1.246 0.076 -2.547
O 0.380 0.889 -1.531
H -0.446 4.045 -1.245
H 2.467 1.960 -0.521
H 1.702 3.233 0.477
H -1.225 2.167 0.998
H -1.303 -0.584 -0.138
H -2.692 -0.072 1.737
H -4.857 0.672 2.580
H -5.333 0.919 0.879
H -5.485 -0.985 -0.656
H -5.786 -2.623 -0.019
H -2.523 -2.714 -1.577
H -3.784 -1.601 -2.178
*
```



One value per record, in order, for HOMO level: -7.64, -8.89 eV.